99
Properties=species:S:1:pos:R:3:mulliken_charge:R:1 method="wB97M-V/def2-TZVPD" homo_lumo_gap_ha=0.3788 smiles="O=C1OC[C@@H](F)O1.O=C1OC[C@@H](F)O1.O=C1OC[C@@H](F)O1.O=C1OC[C@@H](F)O1.O=C1OC[C@@H](F)O1.O=C1OC[C@@H](F)O1.O=C1OC[C@@H](F)O1.COC(=O)OC.COC(=O)OC.ClCCl" total_charge=0 multiplicity=1 lumo_energy_ev=-0.111
O 1.9297 -4.3055 -0.7735 -0.528
C 2.9349 -3.9843 -1.3325 0.562
O 3.5108 -4.5447 -2.4239 -0.350
C 4.8509 -4.1316 -2.4905 -0.539
C 4.8325 -2.8118 -1.7378 0.424
F 4.5554 -1.8247 -2.5100 -0.295
O 3.7053 -3.0309 -0.8795 -0.141
H 5.4825 -4.8366 -1.9499 0.302
H 5.2790 -4.0894 -3.4921 0.363
H 5.7436 -2.5245 -1.2131 0.252
O -0.2794 -2.9647 2.0501 -0.518
C -1.2728 -3.4219 2.5788 0.494
O -1.3930 -3.5446 3.9622 -0.329
C -2.7019 -3.9592 4.2923 -0.617
C -3.3984 -3.6372 3.0246 0.382
F -3.7501 -2.3046 3.0958 -0.290
O -2.4485 -3.7496 2.0111 -0.170
H -2.5952 -5.0099 4.5618 0.319
H -3.1924 -3.5348 5.1683 0.349
H -4.3196 -4.2168 2.9644 0.356
O 8.0213 -0.8152 0.7542 -0.504
C 7.0402 -0.9227 1.4566 0.490
O 6.9996 -0.5307 2.7360 -0.367
C 5.8285 -0.9621 3.3054 -0.386
C 4.9872 -1.5994 2.1960 0.196
F 3.9129 -0.8585 2.1459 -0.326
O 5.7668 -1.3023 1.1101 -0.026
H 5.9383 -1.7310 4.0702 0.273
H 5.3495 -0.0645 3.6964 0.292
H 4.7560 -2.6636 2.1505 0.373
O 7.1347 0.8392 -1.7579 -0.573
C 6.0271 1.3682 -1.8723 0.388
O 5.7779 2.5120 -2.4678 -0.351
C 4.4507 2.8746 -2.2355 -0.193
C 3.8274 1.5507 -1.8543 0.714
F 3.3468 1.0008 -2.9440 -0.358
O 4.9067 0.7993 -1.3936 0.014
H 4.3935 3.5137 -1.3544 0.194
H 4.1046 3.3571 -3.1495 0.308
H 3.0614 1.6917 -1.0917 -0.096
O 0.1043 3.8393 4.6041 -0.585
C 1.0897 3.9946 3.8566 0.599
O 1.0845 3.7345 2.5213 -0.172
C 2.3806 3.9839 2.0407 0.088
C 3.0184 4.8605 3.0999 0.208
F 2.7018 6.1398 2.9792 -0.290
O 2.3321 4.3113 4.1853 -0.341
H 3.0271 3.1287 1.8434 -0.012
H 2.2494 4.4327 1.0561 0.184
H 4.1013 4.8481 3.2240 0.352
O -2.2203 -0.2545 -0.1561 -0.311
C -0.9656 -0.2440 0.0936 0.165
O -0.0236 -0.3751 -0.9300 -0.299
C 1.1627 -0.6816 -0.3328 0.581
C 1.0415 -0.0254 1.0827 0.365
F 1.6170 1.1326 1.0290 -0.047
O -0.3560 0.0383 1.2621 -0.276
H 1.3206 -1.7601 -0.3291 -0.101
H 2.0542 -0.3786 -0.8818 -0.450
H 1.5246 -0.6191 1.8587 0.274
O -6.5472 -4.8270 0.6579 -0.655
C -5.9165 -3.9669 -0.0057 0.637
O -5.3681 -2.8890 0.5436 -0.332
C -4.5632 -2.2700 -0.3741 1.012
C -5.2545 -2.7540 -1.6720 0.416
F -4.4383 -2.7756 -2.6885 -0.305
O -5.6255 -4.0106 -1.2695 -0.345
H -4.5924 -1.2013 -0.1616 -0.918
H -3.5248 -2.5917 -0.2947 0.018
H -6.1399 -2.1437 -1.8499 0.368
C 1.0672 3.4498 -4.1222 -0.289
O -0.0982 3.3528 -3.3105 -0.347
C -0.0055 3.2690 -1.9771 0.690
O 1.0208 3.0695 -1.3731 -0.328
O -1.2159 3.6138 -1.4770 -0.373
C -1.3819 3.6165 -0.0623 -0.359
H 0.8885 3.2753 -5.1832 0.327
H 1.7950 2.7521 -3.7081 -0.173
H 1.5235 4.4376 -4.0578 0.294
H -2.3149 4.1116 0.2068 0.345
H -0.5337 4.1501 0.3669 0.170
H -1.3862 2.6174 0.3734 0.045
C -9.2943 0.1192 -0.4059 -0.607
O -8.2705 0.7633 0.2951 -0.344
C -7.1059 0.8536 -0.2912 0.783
O -6.7447 0.2940 -1.3605 -0.559
O -6.3001 1.4406 0.6138 -0.327
C -4.9175 1.7604 0.2641 0.057
H -10.2004 0.0894 0.1993 0.231
H -8.9719 -0.8871 -0.6736 0.254
H -9.5662 0.7092 -1.2811 0.297
H -4.8412 2.4291 -0.5933 0.300
H -4.3544 0.8706 -0.0176 -0.228
H -4.4434 2.1871 1.1480 0.194
Cl -4.1996 0.4830 -3.1307 -0.120
C -2.4560 0.2668 -3.2955 0.594
Cl -1.9640 0.0282 -5.0232 -0.222
H -2.0778 1.1455 -2.7730 -0.182
H -2.0293 -0.5749 -2.7500 -0.042